This record from the Open Molecules 2025 dataset describes a structure of composition C33H26Cl3N4O3PtS. The level of theory is ωB97M-V/def2-TZVPD.

Properties
gap between HOMO and LUMO (alpha / beta): 7.03 / 5.66 eV
maximum force: 0.002 Eh/bohr
energy: -98388.3391 eV
ΔE to the lowest compared entry with this formula, charge and spin: 0.0 kcal/mol
charge: +1
LUMO level (alpha / beta): -1.76 / -5.23 eV
spin multiplicity: 3

Atoms and positions in Å:
Pt 1.0936 0.8093 0.0992
C -1.9561 0.5822 -0.5401
O -0.9283 1.3186 0.1632
C -1.0702 2.7140 0.2080
C -2.2958 3.3333 0.1964
C -2.3478 4.7235 0.2869
C -1.1800 5.4679 0.3878
C 0.0519 4.8441 0.3873
C 0.1297 3.4479 0.2849
N 1.3113 2.7461 0.2347
N 2.4265 3.4805 0.3136
C 3.6186 2.8604 0.2808
C 3.9062 1.4388 0.1442
O 3.0206 0.4889 0.0320
C 5.2579 0.9907 0.1160
C 6.3010 1.8400 0.2165
C 6.0760 3.2519 0.3593
C 7.1476 4.1390 0.4661
C 6.9315 5.4963 0.6039
C 5.6293 5.9957 0.6380
C 4.5585 5.1373 0.5337
C 4.7548 3.7493 0.3923
H -2.8959 0.6662 0.0004
H -1.6410 -0.4557 -0.5447
H -2.0468 0.9711 -1.5536
H -3.2107 2.7636 0.1282
H -3.3098 5.2168 0.2805
H -1.2323 6.5453 0.4611
H 0.9712 5.4041 0.4522
H 5.3983 -0.0767 0.0108
H 7.3190 1.4738 0.1931
H 8.1566 3.7471 0.4391
H 7.7730 6.1714 0.6854
H 5.4598 7.0583 0.7464
H 3.5496 5.5182 0.5598
Cl -2.0999 -5.7470 -5.3056
C -2.1064 -5.3205 -3.6316
C -2.2276 -3.9909 -3.2596
C -2.2308 -3.6664 -1.9137
C -2.1159 -4.6402 -0.9281
C -2.0783 -4.2559 0.5364
C -0.6549 -4.2649 1.1021
N 0.1594 -3.2315 0.4837
C 0.9631 -3.3454 -0.6277
C 1.3929 -2.0908 -0.9206
N 0.8365 -1.2172 -0.0124
C 0.1059 -1.9351 0.8192
O -2.5895 -2.9542 0.7407
C -3.9737 -2.9184 1.0805
C -4.3592 -1.4993 1.3410
C -3.8568 -0.7438 2.3594
Cl -2.7112 -1.2473 3.5333
S -4.5040 0.8415 2.3984
C -5.4853 0.5106 1.0341
C -5.3017 -0.7561 0.5731
C -1.9977 -5.9639 -1.3396
Cl -1.8541 -7.2340 -0.1591
C -1.9932 -6.3184 -2.6780
H -2.3186 -3.2263 -4.0181
H -2.3312 -2.6331 -1.6094
H -2.6509 -4.9857 1.1167
H -0.1852 -5.2327 0.9434
H -0.6945 -4.0683 2.1730
H 1.1633 -4.2952 -1.0915
H 2.0592 -1.7530 -1.6942
H -0.4697 -1.5578 1.6481
H -4.1425 -3.5358 1.9695
H -4.5784 -3.3248 0.2633
H -6.1574 1.2633 0.6545
H -5.8330 -1.1657 -0.2746
H -1.9067 -7.3551 -2.9700

This record from the Open Molecules 2025 dataset describes a structure of composition C36H40OP2Pt in a non-equilibrium geometry. The level of theory is ωB97M-V/def2-TZVPD.

Properties
gap between HOMO and LUMO (alpha / beta): 7.13 / 6.87 eV
maximum force: 0.059 Eh/bohr
energy: -61843.8840 eV
ΔE to the lowest compared entry with this formula, charge and spin: 25.1 kcal/mol
LUMO level (alpha / beta): 0.25 / -0.66 eV
spin multiplicity: 3

Atoms and positions in Å:
Pt 1.1806 -0.5025 0.2984
C -1.4034 -0.2070 5.5328
C -2.0103 -0.2914 4.1758
C -2.6046 0.8506 3.4852
C -1.5315 1.8318 2.9366
C -0.6844 2.4945 3.9654
C -0.8064 2.4764 5.3358
C -2.0410 2.1594 6.1692
C -2.0216 0.7320 6.5862
C 1.7438 -0.7401 2.2976
H -1.4145 -1.2104 5.9805
H -2.3565 -1.2933 3.8336
H -3.3752 1.4678 4.0076
H -3.0862 0.4296 2.5862
H -0.9586 1.3841 2.0868
H -2.0992 2.6584 2.4857
H 0.1130 3.1136 3.4808
H 0.0132 2.8975 5.9335
H -2.9704 2.4252 5.6498
H -2.0841 2.7882 7.0723
H -1.4869 0.6600 7.5268
H -3.0412 0.4225 6.7575
H 1.2384 -1.6655 2.6867
H 1.3313 0.0695 2.9478
H 2.8387 -0.8194 2.5915
P 0.0794 -1.9591 -2.2425
P 1.7537 0.2687 -2.4928
C -0.7931 -0.4710 -2.8321
C 0.0697 0.5401 -3.1269
C -0.5822 -3.1085 -3.5999
C -1.6971 -2.8627 -4.4079
C -2.0880 -3.7699 -5.4018
C -1.3465 -4.9454 -5.6145
C -0.2182 -5.1818 -4.8229
C 0.1643 -4.2818 -3.8318
C -1.0213 -2.3134 -0.8766
C -0.7825 -1.4006 0.2170
C -1.5392 -1.5240 1.4029
C -2.5892 -2.4184 1.4437
C -2.8644 -3.2505 0.3506
C -2.0893 -3.2011 -0.8081
C 2.5417 0.8082 -4.2296
C 2.3683 -0.0173 -5.3576
C 2.7968 0.3907 -6.6294
C 3.4085 1.6340 -6.8199
C 3.6094 2.4494 -5.7044
C 3.1933 2.0345 -4.4288
C 1.9158 1.8761 -1.6537
C 3.1318 2.0419 -0.9662
C 3.4080 3.2585 -0.3564
C 2.4746 4.2953 -0.4081
C 1.2410 4.1001 -1.0362
C 0.9474 2.8813 -1.6485
H -1.8699 -0.4755 -2.9861
H -0.1452 1.3770 -3.7864
H -2.2891 -1.9544 -4.2893
H -2.9611 -3.5657 -6.0164
H -1.6476 -5.6519 -6.3902
H 0.3754 -6.0871 -4.9918
H 1.0476 -4.4786 -3.2242
H -0.6466 -0.1947 -0.0327
H -1.1971 -0.8978 2.2265
H -3.2095 -2.4770 2.3232
H -3.6937 -3.9483 0.4186
H -2.3304 -3.8392 -1.6527
H 1.8733 -0.9854 -5.2567
H 2.6473 -0.2546 -7.4966
H 3.7179 1.9654 -7.8162
H 4.0837 3.4225 -5.8309
H 3.3676 2.7114 -3.5923
H 3.8103 1.1875 -0.8959
H 4.3552 3.3782 0.1733
H 2.6969 5.2512 0.0600
H 0.4930 4.8872 -1.0540
H -0.0359 2.7061 -2.0913
C 0.7423 -0.0165 6.3835
O -0.0393 0.0402 5.2179
H 0.2332 -0.5592 7.2136
H 0.9807 1.0077 6.7298
H 1.6653 -0.5534 6.1296

This record from the Open Molecules 2025 dataset describes a cluster of 2 separate species, C2H3Cl2FS in total in a non-equilibrium geometry. The level of theory is ωB97M-V/def2-TZVPD.

Properties
gap between HOMO and LUMO: 9.09 eV
maximum force: 0.060 Eh/bohr
energy: -40719.0158 eV
ΔE to the lowest compared entry with this formula, charge and spin: 25.7 kcal/mol
LUMO level: 0.46 eV

Atoms and positions in Å:
F 3.1814 0.4691 0.6272
C 2.3267 -0.4734 0.2544
C 1.0492 -0.0274 0.0046
S -0.2492 -1.1715 -0.2767
Cl 0.6993 1.6301 -0.1672
H 2.6241 -1.4951 0.5735
H -1.3325 -0.3278 -0.1704
Cl -3.9079 0.5725 0.1725
H -4.3910 0.8234 -1.0179

This record from the Open Molecules 2025 dataset describes a structure of composition C24H20FN7O5SSr. The level of theory is ωB97M-V/def2-TZVPD.

Properties
gap between HOMO and LUMO: 7.09 eV
maximum force: 0.011 Eh/bohr
energy: -60275.3389 eV
ΔE to the lowest compared entry with this formula, charge and spin: 5.5 kcal/mol
LUMO level: 0.04 eV

Atoms and positions in Å:
Sr -0.3905 1.1421 -0.1411
C 3.5280 -0.9776 3.3146
N 2.1222 -1.3212 3.2715
C 1.5825 -2.5255 3.6729
C 0.2688 -2.4772 3.4331
N -0.0125 -1.2296 2.8627
C 1.1594 -0.5041 2.7694
S 1.5131 1.0331 2.2054
C -1.3162 -0.8863 2.4341
C -2.2575 -1.9017 2.2546
C -3.5428 -1.5536 1.8886
C -3.8583 -0.2196 1.6908
C -2.8469 0.7071 1.8396
N -1.6019 0.3885 2.2107
H 4.0528 -1.7432 3.8796
H 3.6523 -0.0074 3.7904
H 3.9327 -0.9207 2.3047
H 2.1843 -3.3073 4.0996
H -0.4897 -3.2006 3.6550
H -1.9957 -2.9415 2.3725
H -4.2891 -2.3230 1.7417
H -4.8484 0.0900 1.3900
H -3.0132 1.7605 1.6350
O -1.0159 3.3254 -0.1771
C -0.8101 4.4267 -0.8244
C -1.0673 5.6766 -0.2078
C -0.8387 6.8726 -0.8448
C -0.3300 6.8964 -2.1447
C -0.0774 5.6985 -2.7757
C -0.3198 4.4610 -2.1629
C -0.0657 3.2432 -2.9206
N 0.1726 2.0069 -2.4896
C 0.3881 1.2319 -3.6066
C 0.2916 1.9886 -4.7270
N -0.0009 3.2540 -4.2805
H -1.4468 5.6504 0.8062
H -1.0435 7.8025 -0.3278
H -0.1216 7.8330 -2.6436
H 0.3588 5.7303 -3.7692
H 0.6046 0.1784 -3.5271
H 0.3918 1.7509 -5.7703
H -0.1938 4.0523 -4.8582
F 1.2751 -5.1034 2.0974
C 1.3253 -4.6458 0.8353
C 0.2298 -4.1827 0.2324
N 0.2307 -3.7340 -1.0657
C -0.8875 -2.9148 -1.5025
C -0.7731 -1.5088 -0.8931
O 0.2933 -1.2418 -0.2881
O -1.7408 -0.7280 -1.0311
C 1.4151 -3.6163 -1.7710
O 1.4835 -3.1347 -2.8792
N 2.5125 -4.1718 -1.1391
C 2.6107 -4.6732 0.1564
O 3.6633 -5.0332 0.6291
H -0.7228 -4.1477 0.7419
H -1.8259 -3.3769 -1.1991
H -0.8740 -2.8359 -2.5862
H 3.3755 -4.1118 -1.6612

This record from the Open Molecules 2025 dataset describes the molecule C21H31N2O3P in a non-equilibrium geometry. The level of theory is ωB97M-V/def2-TZVPD.

Properties
gap between HOMO and LUMO: 8.01 eV
maximum force: 0.024 Eh/bohr
energy: -40693.0042 eV
ΔE to the lowest compared entry with this formula, charge and spin: 0.4 kcal/mol
LUMO level: 0.60 eV

Atoms and positions in Å:
C -6.6992 -1.7292 0.2462
C -5.4204 -1.6822 1.0750
C -4.2242 -1.1273 0.3046
C -4.3636 0.3524 -0.0295
O -3.2056 0.8435 -0.6849
P -1.8892 1.0980 0.2489
O -2.2342 1.5550 1.6001
C -0.8374 -0.3653 0.1564
C 0.0019 -0.6141 1.2345
C 1.0250 -1.5265 1.1317
C 1.2571 -2.2152 -0.0701
N 2.3203 -3.0700 -0.1844
C 3.4392 -2.9525 0.7218
C 2.4957 -3.8875 -1.3575
C 0.3632 -1.9981 -1.1308
C -0.6528 -1.0750 -1.0220
C -1.0218 2.3801 -0.8056
O -1.3418 2.2825 -2.1627
C 0.4317 2.1223 -0.5400
C 0.9743 2.4172 0.7026
C 2.2481 2.0040 1.0372
C 3.0300 1.2634 0.1421
N 4.2587 0.7340 0.5096
C 5.1831 0.3507 -0.5346
C 4.8527 1.1530 1.7577
C 2.4933 1.0260 -1.1283
C 1.2184 1.4386 -1.4540
H -7.4938 -2.2131 0.8094
H -6.5384 -2.2920 -0.6708
H -7.0322 -0.7287 -0.0162
H -5.1755 -2.6939 1.4053
H -5.5843 -1.0732 1.9660
H -4.0770 -1.6925 -0.6190
H -3.3191 -1.2335 0.9110
H -5.1916 0.5365 -0.7190
H -4.5201 0.9230 0.8934
H -0.1620 -0.0693 2.1522
H 1.6567 -1.7012 1.9870
H 3.2539 -3.4895 1.6583
H 3.6404 -1.9037 0.9509
H 4.3276 -3.3761 0.2568
H 1.5552 -4.3714 -1.6227
H 3.2223 -4.6693 -1.1419
H 2.8500 -3.3111 -2.2218
H 0.4904 -2.5173 -2.0670
H -1.3036 -0.8866 -1.8634
H -1.3242 3.3606 -0.3937
H -2.2661 2.0132 -2.2275
H 0.3847 2.9659 1.4227
H 2.6215 2.2578 2.0153
H 4.7818 -0.4895 -1.1035
H 6.1200 0.0295 -0.0840
H 5.3961 1.1731 -1.2284
H 5.7732 0.5942 1.9192
H 5.0887 2.2247 1.7797
H 4.1769 0.9259 2.5827
H 3.0592 0.4921 -1.8737
H 0.8172 1.2244 -2.4322

This record from the Open Molecules 2025 dataset describes a cluster of 2 separate species, C3H2NS2 in total in a non-equilibrium geometry. The level of theory is ωB97M-V/def2-TZVPD.

Properties
gap between HOMO and LUMO (alpha / beta): 6.51 / 6.91 eV
maximum force: 0.066 Eh/bohr
energy: -26301.2723 eV
ΔE to the lowest compared entry with this formula, charge and spin: 92.0 kcal/mol
charge: -1
LUMO level (alpha / beta): 2.70 / 3.10 eV

Atoms and positions in Å:
C 0.7453 0.5221 -0.2061
C -0.9181 -0.5497 -1.1791
C 0.1332 0.0915 0.8890
N 0.1434 0.1375 -1.3946
S 1.0068 0.3382 3.7187
S -1.2372 -0.9357 0.4421
H 1.5726 1.1468 -0.1590
H -1.4462 -0.7507 -2.1109

This record from the Open Molecules 2025 dataset describes the ion C4H12N2S with charge +2 in a non-equilibrium geometry. The level of theory is ωB97M-V/def2-TZVPD.

Properties
gap between HOMO and LUMO: 10.57 eV
maximum force: 0.105 Eh/bohr
energy: -18138.1272 eV
ΔE to the lowest compared entry with this formula, charge and spin: 71.3 kcal/mol
charge: +2
LUMO level: -7.01 eV

Atoms and positions in Å:
C 1.2176 -0.8728 1.1317
C 1.0906 -0.0093 -0.0687
N 1.9430 -0.6181 -1.1746
S 1.6908 1.7213 0.1008
C -0.7429 -0.0743 -0.5178
C -1.4891 0.9060 -0.0816
N -2.9377 0.9630 -0.2001
H 0.8169 -0.5582 2.0528
H 0.9593 -1.9314 1.1155
H 2.1729 -1.0799 1.5234
H 1.6213 -1.4963 -1.4790
H 1.9938 -0.2024 -2.1149
H 2.9683 -0.3985 -0.9892
H 1.8894 1.7636 1.4530
H -1.0378 -0.9454 -0.9132
H -0.9113 1.6837 0.4469
H -3.3207 1.6263 -0.9599
H -3.4080 1.1485 0.7898
H -3.2462 0.0803 -0.6241

This record from the Open Molecules 2025 dataset describes a cluster of 2 separate species, C4H9NOS in total in a non-equilibrium geometry. The level of theory is ωB97M-V/def2-TZVPD.

Properties
gap between HOMO and LUMO (alpha / beta): 7.04 / 8.71 eV
maximum force: 0.100 Eh/bohr
energy: -18659.8961 eV
ΔE to the lowest compared entry with this formula, charge and spin: 176.0 kcal/mol
LUMO level (alpha / beta): -0.89 / 0.39 eV

Atoms and positions in Å:
C 2.3927 -1.0425 -0.9067
C -1.5516 1.3010 0.1030
C -2.0228 0.1670 -0.7944
C -1.2604 -0.2370 0.4479
N 2.4896 0.5485 1.1905
O 1.3241 1.2781 -1.1078
S 1.5215 0.1544 -0.1681
H 2.0323 -1.5109 -1.7986
H 2.9255 -1.8083 -0.1492
H -0.6616 1.9440 -0.1036
H -2.3316 1.8128 0.7342
H -3.0648 -0.1962 -0.8553
H -1.5078 -0.1662 -1.7510
H -1.4698 -0.8052 1.3330
H 1.9619 0.5655 1.9739
H 2.9466 1.4977 1.0184